198
Properties=species:S:1:pos:R:3:forces:R:3:mulliken_charge:R:1 method="wB97M-V/def2-TZVPD" gap_ev=7.4 total_energy_ha=-8201.931097 total_charge=+7 molar_mass_da=1142.5 e_lumo_ev=-12.46
Br -4.1870 0.7220 1.6853 0.5 -0.2 -0.3 -0.717
Br 1.3656 -2.3406 -3.4995 -0.1 0.4 0.6 -0.697
O 4.3902 -5.3802 7.5229 -1.0 1.2 -0.1 -0.462
O -5.7901 -2.7219 -0.9835 0.0 0.2 -0.1 -0.379
O 1.6951 8.7332 -6.5678 -0.4 -0.7 0.2 -0.502
O -7.5980 6.2902 1.8863 -0.1 -0.5 0.0 -0.476
O 7.4778 -3.8248 6.1117 -0.6 0.6 -0.1 -0.454
O -1.3654 -0.9594 0.7779 -0.3 0.8 0.8 0.616
O 1.6930 3.5395 -4.2412 0.0 -0.5 -0.3 -0.565
N 3.3058 -5.4367 4.7154 1.3 -0.2 -0.8 0.266
N 2.4567 -6.0612 -0.6714 -1.8 0.2 1.3 0.244
N 1.3227 0.7173 0.1018 -1.7 -1.2 -1.2 0.291
N 7.1777 -0.7578 6.6911 -0.1 -0.1 1.1 -0.094
N -4.8323 4.8700 1.4201 -1.0 -0.9 -0.1 0.284
N 3.1165 1.2970 -6.0610 -1.3 -0.5 0.4 -0.067
N -3.5753 -0.4984 -3.4104 0.6 -1.8 0.1 0.700
N -5.9446 -3.1033 2.1757 0.5 -1.0 0.9 -0.027
N 0.5816 -5.2694 0.2417 1.7 -2.0 -1.3 0.478
N 2.6281 8.0512 -3.7962 1.0 -1.2 0.0 -0.006
C 2.8816 8.0042 -6.3571 0.5 0.2 -0.1 -0.343
C -0.3591 -0.5606 1.6801 0.2 -0.9 0.5 -0.757
C 1.2998 3.1355 -5.5696 -0.7 -0.4 0.6 -0.439
C -1.2260 -3.7194 -0.5104 0.4 -0.4 -0.2 0.379
C 0.9922 2.0282 0.7135 0.2 0.5 -0.3 -0.953
C -5.7060 4.1519 2.4290 0.3 -0.6 0.2 -0.784
C 0.4063 0.5055 -1.0904 -0.3 0.4 0.1 -1.108
C 1.2431 8.6806 -3.7322 2.1 1.0 0.6 -0.875
C -6.7145 6.5427 0.8240 0.5 0.5 0.5 -0.456
C 2.7232 -6.1490 5.9319 0.5 -0.4 -0.3 -0.518
C 3.4657 8.4209 -5.0225 -0.2 0.6 -0.6 -0.541
C -4.5099 0.6805 -3.4514 0.1 -0.2 0.4 -1.104
C 4.8325 -5.7096 4.6111 -1.4 -0.1 0.0 -0.927
C 3.5119 1.1603 -4.6109 0.9 -0.5 -0.7 -1.004
C 4.2715 1.1252 -7.0022 0.0 -0.7 -0.3 -0.789
C -6.8572 -1.9979 1.7657 0.0 -0.3 -0.9 -0.706
C 7.9768 -3.1310 7.2542 1.4 -1.7 0.8 -0.703
C -3.3900 4.7677 1.8221 -0.7 0.8 -0.4 -0.838
C 6.4774 -1.1324 5.4169 1.3 1.1 0.2 -1.023
C 8.6218 -0.3556 6.5363 0.3 -1.2 -1.2 -0.837
C 3.6612 -6.1528 -1.4943 0.7 0.4 0.9 -0.841
C -4.3625 -1.8043 -3.6736 -0.6 1.5 0.6 -0.316
C -2.3634 -2.0537 -4.9566 0.1 -0.3 -1.3 -0.742
C -5.5440 -3.9059 -0.2397 -0.5 0.5 0.0 -0.848
C 2.5206 6.5404 -3.7069 0.4 0.8 -0.2 -1.268
C 2.4274 2.5968 -6.4113 0.7 0.8 0.4 -0.854
C 3.0708 -3.9694 4.8036 -0.3 -0.1 0.2 -1.059
C 1.6544 -5.0015 -0.5070 0.6 1.5 -0.6 -0.397
C -7.7873 1.7111 -3.0669 0.9 -0.2 0.9 -1.395
C 2.7491 -6.0309 3.4284 0.0 -0.8 1.1 -1.276
C 3.4561 8.4935 -2.6200 -0.4 0.4 0.1 -0.878
C 2.9929 -5.4786 7.2721 -1.0 -1.5 0.1 -0.736
C 2.7094 0.5754 -0.4637 -0.1 -0.2 1.4 -0.691
C -5.1382 -2.6718 3.3699 -0.3 0.4 -0.1 -0.734
C -0.4819 -4.3755 0.6508 -0.7 0.6 0.9 -0.684
C -5.0364 4.1993 0.0799 0.9 0.8 -0.1 -1.290
C 6.3853 0.3420 7.3822 1.4 -0.5 0.3 -0.864
C -2.8779 -0.6732 -2.0765 -0.5 -0.1 -0.8 -0.802
C -3.3986 -2.8393 -4.1821 -1.2 0.0 0.6 -0.491
C 2.2223 0.0786 -6.3487 0.6 0.6 -0.9 -0.972
C 1.8469 -7.1052 0.0320 0.4 -0.2 -1.0 -0.738
C -5.2970 6.3258 1.3336 0.8 0.0 0.4 -0.697
C 0.6747 -6.6432 0.4888 -1.5 0.8 1.1 -0.426
C -4.9383 -3.5427 1.1219 -0.7 -0.2 -0.3 -0.184
C 7.1851 -1.9333 7.6589 -1.3 -0.1 -0.2 -0.608
C -6.7451 -4.3269 2.6431 0.4 1.2 -0.1 -0.863
C -6.4251 1.8836 -2.3452 -0.4 0.7 -0.7 -0.684
C -5.5530 0.6182 -2.3358 -0.1 0.5 0.0 0.844
C 1.0016 -0.4253 1.0354 1.3 0.3 1.1 -0.806
C -2.5109 -0.5847 -4.5305 -0.3 0.6 0.1 -0.570
H -6.5851 2.2778 -1.3406 0.0 -0.4 0.1 0.176
H 7.9017 -4.6841 6.0041 0.3 0.2 0.3 0.301
H 6.2244 1.1725 6.7032 -0.2 -0.1 -0.1 0.350
H 2.0472 6.1849 -4.6145 -0.3 -0.1 0.2 0.402
H 1.2506 2.7784 -0.0332 0.3 0.1 0.3 0.384
H 3.1973 3.3683 -6.3363 0.3 -0.2 -0.4 0.541
H 3.5931 8.2557 -7.1491 0.3 0.0 0.2 0.455
H -4.8868 -4.5373 -0.8423 0.3 0.0 0.3 0.400
H -5.8673 -2.4938 4.1575 0.3 -0.2 0.3 0.441
H 0.5931 -0.4898 -1.4965 -0.1 0.0 -0.1 -0.130
H -6.8625 5.9218 -0.0611 -0.4 0.1 -0.1 0.235
H -7.6851 -2.4389 1.2097 0.0 0.0 0.1 0.349
H 2.7708 1.2930 -1.2741 0.5 0.0 0.1 0.311
H 0.5835 1.2602 -1.8573 0.3 0.0 0.1 0.457
H -0.2112 -7.0792 0.9228 0.4 -0.5 0.3 0.546
H -4.8949 -2.0471 -2.7570 0.1 -0.2 -0.1 -0.202
H -6.0362 -5.0054 3.1084 -0.1 -0.3 -0.3 0.388
H 3.0341 -7.0841 3.4222 -0.1 0.0 0.2 0.431
H -4.2331 -2.7154 1.0500 0.1 0.0 -0.2 0.217
H -2.2739 -3.4757 -0.3391 0.1 0.0 0.6 -0.334
H 2.0310 -3.8187 5.0919 0.0 0.1 0.0 0.423
H -6.4740 -4.4737 -0.1525 0.1 -0.1 0.2 0.398
H 2.6484 0.9051 -4.0057 -0.1 0.3 0.0 0.377
H 1.6738 -6.3222 5.6966 -0.2 0.4 0.4 0.419
H 1.7035 -0.2781 1.8666 -0.1 0.0 0.0 0.459
H -5.0259 0.6516 -4.4107 0.2 0.1 -0.1 0.400
H -7.6173 1.1548 -3.9873 -0.3 0.1 -0.2 0.313
H -4.3869 3.3354 -0.0469 -0.2 -0.2 0.5 0.339
H -3.9069 1.5850 -3.3685 0.1 0.0 -0.1 0.379
H -2.5176 -2.1094 -6.0375 -0.5 0.1 0.1 0.360
H 3.2582 -3.4626 3.8588 0.1 -0.3 -0.1 0.415
H -4.4507 -4.4365 1.5128 0.0 0.1 0.2 0.244
H 6.1288 -2.1843 7.8007 0.0 -0.3 -0.4 0.366
H 4.1756 0.2957 -4.6279 -0.1 -0.1 0.3 0.539
H 1.3281 -1.3564 0.5707 -0.3 0.1 -0.5 0.408
H -0.0767 2.1579 0.8818 0.0 -0.6 0.0 0.370
H 0.4747 2.4151 -5.5211 0.0 0.0 0.1 0.217
H -7.2616 -4.6988 1.7663 -0.2 -0.4 0.3 0.400
H -2.0546 -1.3458 -2.3100 0.3 0.3 0.4 0.635
H 7.0576 0.6540 8.1805 -0.4 0.3 0.2 0.435
H 3.8770 1.0323 -8.0139 -0.1 0.5 0.0 0.423
H 4.4017 -4.8701 8.3460 0.7 -0.3 0.1 0.326
H 4.6855 0.1350 -6.8144 0.3 0.2 0.3 0.406
H 0.9755 8.6574 -2.6765 -0.6 -0.7 -0.2 0.373
H -4.7028 4.9492 -0.6400 -0.3 -0.1 -0.3 0.353
H -8.2577 2.6735 -3.2466 0.0 0.0 -0.2 0.453
H -3.5450 -1.1585 -1.3675 -0.1 0.2 0.0 -0.297
H -2.8175 5.1404 0.9724 0.2 0.0 0.1 0.375
H 0.9676 4.1182 -3.9899 0.1 0.1 0.4 0.267
H -7.2555 -1.4720 2.6280 0.2 -0.1 0.1 0.355
H 3.2281 -5.6215 2.5432 -0.3 0.6 0.1 0.480
H 1.2554 0.1125 -5.8605 0.1 0.2 0.2 0.325
H 3.6132 9.5031 -5.0438 -0.4 0.1 0.3 0.502
H -5.1115 -1.4823 -4.3988 0.1 -0.4 -0.3 0.719
H 4.5002 8.2064 -2.7156 -0.1 -0.3 -0.2 0.371
H -5.0924 0.5637 -1.3471 0.1 -0.4 -0.1 -0.300
H 3.1738 -7.1426 5.9517 0.2 0.1 -0.1 0.416
H -4.6138 -1.7307 3.1781 -0.1 -0.2 -0.3 0.165
H 2.7736 -0.8128 -6.0643 -0.1 0.0 0.2 0.460
H 2.0840 2.5164 -7.4407 0.1 0.0 0.0 0.395
H 2.5772 -6.1751 8.0104 -0.1 -0.2 -0.2 0.490
H 7.4446 -1.5975 8.6636 0.6 0.2 -0.3 0.486
H 4.1041 1.9991 -4.2536 -0.3 0.3 -0.1 0.344
H 6.4324 -0.2058 4.8432 -0.1 -0.1 -0.1 0.418
H 3.5233 6.1203 -3.6469 0.0 0.1 -0.1 0.336
H 1.2704 8.4323 -7.3811 0.1 0.3 -0.1 0.327
H 7.1344 -1.8307 4.9093 -0.5 -0.4 -0.1 0.392
H 5.4765 -1.4585 5.6773 0.1 -0.3 -0.1 0.401
H 9.0635 -3.0008 7.1939 -0.1 0.8 -0.5 0.448
H 4.3569 -6.8008 -0.9621 -0.2 -0.5 -0.4 0.385
H -0.1650 -1.3707 2.4057 0.0 -0.2 -0.2 0.383
H -0.0211 -3.6668 1.3456 -0.1 0.3 -0.2 0.162
H 9.1298 -1.0763 5.8867 -0.5 0.0 -0.3 0.404
H 1.9974 6.2805 -2.7891 -0.3 0.1 -0.2 0.627
H -0.5848 0.2348 2.3984 -0.4 0.5 -0.7 0.501
H -1.5599 -0.1665 -4.2008 -0.2 0.2 0.3 0.241
H -2.6066 0.3141 -1.7116 0.3 -0.1 0.1 0.218
H -1.1560 -4.9349 1.3021 0.1 -0.3 -0.3 0.199
H -1.2357 -4.4622 -1.3103 0.2 0.3 -0.3 0.606
H -4.4426 -3.4771 3.5893 -0.1 0.1 0.3 0.341
H -2.9182 0.0440 -5.3209 0.1 -0.1 -0.2 0.559
H 1.8407 -4.0199 -0.9466 0.0 -0.3 -0.1 0.396
H 9.1452 -0.5755 7.4633 -0.2 1.1 0.3 0.379
H 8.0071 -3.7971 8.1275 -0.7 0.0 0.1 0.455
H -0.7180 -2.7959 -0.7771 0.0 -0.2 -0.5 -0.318
H -6.7663 7.6002 0.5572 0.1 0.0 -0.3 0.457
H -7.4161 -3.9790 3.4251 -0.3 -0.1 -0.2 0.410
H 0.9123 4.0606 -6.0025 0.1 -0.4 -0.8 0.567
H 4.8981 -6.7926 4.6674 0.4 0.0 0.0 0.421
H 2.3366 -4.6139 7.4185 0.8 0.6 -0.2 0.374
H 5.0207 1.9097 -6.9609 -0.1 0.1 0.3 0.356
H -5.8747 2.6879 -2.8506 0.0 0.0 0.0 0.473
H -0.6093 0.6245 -0.7242 0.0 -0.3 -0.1 0.656
H -1.3691 -2.4986 -4.9105 0.2 0.4 0.8 0.314
H -2.2175 -0.5763 1.1188 0.1 0.0 -0.3 -0.638
H 4.1721 -5.1921 -1.4481 -0.3 0.1 -0.5 0.341
H -2.9901 -3.4191 -3.3536 0.2 0.1 0.0 0.094
H 3.4276 9.5817 -2.5920 -0.1 0.0 0.2 0.441
H 2.8545 -0.4580 -0.7761 -0.4 0.1 -0.6 0.287
H 4.4700 8.0218 -4.8860 -0.2 -0.4 0.1 0.405
H -6.4970 3.6461 1.8873 -0.3 0.4 0.2 0.334
H -5.1834 6.7151 2.3461 -0.2 0.0 0.0 0.454
H 0.6166 8.2651 -4.5074 -0.2 0.1 0.2 0.345
H 1.6619 -6.0106 3.4654 0.0 0.4 -0.3 0.492
H -4.1017 -3.4917 -4.7050 0.8 -0.4 -0.6 0.528
H 3.7320 -3.5739 5.5707 -0.1 0.0 0.0 0.304
H -5.1407 3.3515 2.9030 0.2 0.2 0.0 0.360
H -6.7341 -2.5465 -1.0450 0.0 -0.1 0.0 0.288
H 3.0315 8.0431 -1.7254 0.0 0.3 0.1 0.382
H 2.2635 -8.0997 0.0506 -0.1 0.0 -0.1 0.553
H 8.7379 0.5960 6.0281 -0.1 0.3 0.7 0.362
H -6.1936 -0.2431 -2.5310 0.0 -0.1 0.4 0.209
H -3.2635 5.4328 2.6733 0.2 -0.2 0.1 0.430
H -6.2962 -1.3465 1.1000 0.0 0.3 0.3 0.233
H -6.0849 4.8561 3.1609 -0.1 0.0 -0.1 0.314
H 1.4891 9.7363 -3.8586 -0.6 0.1 -0.6 0.407
H -8.4412 1.1480 -2.4012 -0.2 -0.2 -0.2 0.349
H 1.4996 2.1745 1.6641 0.3 0.0 -0.2 0.357
H 3.4212 0.6895 0.3549 0.1 0.7 -0.2 0.381
H 5.4934 -0.1014 7.8139 -0.2 0.2 -0.2 0.381
H -3.1567 3.7291 2.0411 -0.1 0.0 0.0 0.199
H 2.8064 6.9091 -6.3732 -0.5 0.0 -0.2 0.067
H 5.0911 -5.3633 3.6144 0.4 0.1 0.1 0.398
H -6.0773 3.9326 -0.0421 0.1 0.1 -0.1 0.449
H 3.4213 -6.4842 -2.4985 0.1 0.0 0.0 0.319
H -4.5467 6.8498 0.7389 -0.2 -0.1 -0.3 0.494
H 5.3560 -5.2192 5.4246 0.0 0.0 -0.1 0.322
H 2.1344 0.0950 -7.4329 -0.4 -0.2 0.0 0.411
H -8.4478 6.7319 1.7707 0.1 0.0 -0.1 0.324